(1)
{"formula": "C44H43N4O4S2Sn", "method": "the ωB97M-V functional and the def2-TZVPD basis", "symbols": ["Sn", "C", "C", "C", "C", "C", "C", "C", "S", "O", "C", "C", "C", "C", "C", "C", "C", "C", "C", "C", "C", "C", "C", "C", "C", "C", "C", "C", "C", "C", "S", "O", "C", "C", "C", "C", "C", "C", "C", "H", "H", "H", "H", "H", "H", "H", "H", "H", "H", "H", "H", "H", "H", "H", "H", "H", "H", "H", "H", "H", "H", "H", "H", "H", "H", "O", "N", "N", "O", "C", "C", "C", "C", "C", "C", "H", "H", "H", "H", "H", "C", "C", "C", "C", "N", "N", "H", "H", "H", "H", "H", "H", "H", "H", "H", "H", "H", "H"], "xyz": [[1.14817, -0.89529, -0.51432], [2.16182, 3.12012, 6.44112], [1.59883, 2.88141, 5.06948], [0.22336, 2.75179, 4.88376], [-0.30662, 2.52259, 3.62459], [0.54858, 2.43782, 2.53544], [1.92273, 2.56414, 2.69063], [2.43645, 2.78406, 3.95786], [-0.15110, 2.05092, 0.95504], [0.97880, 1.33850, 0.21365], [-0.23962, 3.65323, 0.17176], [0.45063, 4.79035, 0.64568], [0.35438, 5.96441, -0.03737], [-0.43214, 6.06401, -1.21088], [-0.54097, 7.28224, -1.92460], [-1.31717, 7.36486, -3.04318], [-2.02476, 6.23257, -3.50382], [-1.93653, 5.04279, -2.84090], [-1.13377, 4.92617, -1.67622], [-1.01982, 3.70023, -0.95848], [-1.76822, 2.50370, -1.44950], [-3.14523, 2.34223, -1.09849], [-3.80549, 3.23673, -0.22123], [-5.12156, 3.04996, 0.09709], [-5.84364, 1.96939, -0.44940], [-5.23182, 1.09321, -1.29890], [-3.86938, 1.25367, -1.63927], [-3.21409, 0.33421, -2.50121], [-1.89867, 0.48164, -2.80506], [-1.18554, 1.58029, -2.27317], [0.54848, 1.73703, -2.66689], [1.12699, 0.34083, -2.43428], [0.43066, 1.86611, -4.43377], [0.52373, 0.74463, -5.23818], [0.41946, 0.90087, -6.61264], [0.22637, 2.15484, -7.18426], [0.11282, 2.31991, -8.67318], [0.15471, 3.26826, -6.34596], [0.26558, 3.13473, -4.97440], [1.71393, 2.44415, 7.16955], [1.95171, 4.13952, 6.76942], [3.24086, 2.97806, 6.45795], [-0.43835, 2.81150, 5.73905], [-1.37477, 2.39707, 3.49168], [2.57545, 2.46532, 1.83095], [3.50769, 2.87605, 4.08962], [1.04302, 4.73162, 1.54725], [0.87889, 6.84313, 0.31630], [0.00120, 8.14720, -1.56383], [-1.39626, 8.29994, -3.58118], [-2.64246, 6.31202, -4.38863], [-2.48005, 4.17898, -3.20191], [-3.26069, 4.07540, 0.19335], [-5.61706, 3.74042, 0.76689], [-6.88545, 1.83560, -0.18948], [-5.77634, 0.25447, -1.71437], [-3.77787, -0.50105, -2.89904], [-1.38733, -0.23315, -3.43663], [0.69721, -0.22698, -4.79470], [0.49568, 0.03110, -7.25295], [0.20877, 1.36524, -9.18667], [0.88898, 2.98770, -9.04908], [-0.85059, 2.75526, -8.94201], [0.02538, 4.25369, -6.77693], [0.22663, 4.00757, -4.33268], [-0.38190, -2.26267, -1.60315], [-1.57338, -2.28879, -1.17353], [-1.78971, -1.51134, -0.19568], [-0.84662, -0.72455, 0.29369], [-3.09811, -1.42180, 0.38312], [-4.11719, -2.25284, -0.06290], [-5.37066, -2.13260, 0.51372], [-5.60224, -1.19966, 1.51663], [-4.57162, -0.37755, 1.94367], [-3.30870, -0.48254, 1.37933], [-3.92755, -2.98126, -0.83736], [-6.17026, -2.78012, 0.17938], [-6.58385, -1.11800, 1.96362], [-4.74720, 0.35558, 2.71997], [-2.49568, 0.15454, 1.69264], [2.55894, -3.10429, 3.05000], [2.32465, -1.63857, 3.39448], [3.30027, -1.17995, 4.48055], [0.89121, -1.42530, 3.87099], [2.43771, -0.83540, 2.15852], [3.70422, -0.74842, 1.52967], [2.35740, -3.73463, 3.91651], [3.59216, -3.28433, 2.74779], [1.89953, -3.41529, 2.23759], [3.15554, -1.76467, 5.38980], [3.13754, -0.12692, 4.72504], [4.34124, -1.31379, 4.18023], [0.70334, -1.98410, 4.78804], [0.17969, -1.75262, 3.11005], [0.71025, -0.36646, 4.08032], [2.14827, 0.11582, 2.35710], [3.89062, -1.61913, 1.04640], [4.45359, -0.59508, 2.19914]], "orbital_gap_ev": 8.1772, "e_homo_ev": -10.7137, "total_charge": 1, "e_above_lowest_kcal_mol": 0.0, "mol_weight_da": 874.70}



(2)
{"formula": "C26H34ClIrN2O7P", "method": "the ωB97M-V functional and the def2-TZVPD basis", "symbols": ["Ir", "O", "C", "C", "C", "N", "C", "C", "C", "O", "O", "C", "O", "O", "H", "H", "H", "Cl", "C", "C", "C", "C", "C", "C", "C", "O", "O", "H", "H", "H", "H", "C", "C", "C", "C", "P", "N", "C", "C", "C", "C", "C", "C", "C", "C", "H", "H", "H", "H", "H", "H", "H", "H", "H", "H", "H", "H", "H", "H", "H", "H", "H", "H", "H", "H", "H", "H", "H", "H", "H", "H", "H"], "xyz": [[-0.57141, 1.33566, -1.46707], [-5.85601, 4.94486, -0.74137], [-4.77021, 4.18836, -0.94457], [-4.83811, 2.84036, -1.31287], [-3.66101, 2.13646, -1.46547], [-2.46971, 2.67246, -1.24407], [-2.39641, 3.96606, -0.96537], [-3.50301, 4.77106, -0.81327], [-0.92831, 4.52366, -0.96467], [-0.82921, 5.72926, -0.86337], [-0.07971, 3.62886, -1.11107], [-3.59921, 0.68526, -2.03087], [-4.63151, 0.04106, -2.02247], [-2.46381, 0.37546, -2.45767], [-6.66871, 4.43406, -0.85707], [-5.77591, 2.33816, -1.49987], [-3.38351, 5.82216, -0.60727], [8.08749, 1.53206, -2.06147], [6.36019, 1.53546, -1.97907], [5.73949, 1.78076, -0.76267], [4.36139, 1.77806, -0.70097], [3.60559, 1.53466, -1.84547], [4.23719, 1.30156, -3.06107], [5.61839, 1.30376, -3.13007], [2.12829, 1.47136, -1.70737], [1.64159, 1.57286, -0.55847], [1.39179, 1.25586, -2.70757], [6.32919, 1.97216, 0.11983], [3.85089, 1.96076, 0.23243], [3.63269, 1.10976, -3.93437], [6.12389, 1.12026, -4.06637], [1.75399, -2.32474, -1.01037], [1.53849, -2.12224, 0.49053], [2.51769, -1.04914, 0.95693], [1.79629, -3.40934, 1.26983], [-0.25371, -1.42474, 0.71743], [-0.56401, -0.33694, -0.37437], [-1.56141, -2.83154, 0.49903], [-1.14611, -3.71034, -0.68007], [-2.88951, -2.18934, 0.10493], [-1.72121, -3.68484, 1.75073], [-0.46221, -0.50214, 2.39973], [0.24039, 0.85126, 2.29793], [0.04219, -1.28634, 3.60383], [-1.95091, -0.19844, 2.53823], [2.81999, -2.31284, -1.23687], [1.28759, -1.51064, -1.56377], [1.35489, -3.26814, -1.36667], [3.52299, -1.29534, 0.61503], [2.55539, -0.98254, 2.04023], [2.24589, -0.08654, 0.53113], [2.83549, -3.70214, 1.12083], [1.17679, -4.23644, 0.93653], [1.64149, -3.27314, 2.33703], [-0.96281, -3.09564, -1.55837], [-1.96931, -4.38754, -0.91007], [-0.27571, -4.32374, -0.46477], [-2.73031, -1.47634, -0.70097], [-3.38581, -1.68814, 0.92813], [-3.56471, -2.96374, -0.25777], [-0.77781, -4.11644, 2.07273], [-2.40801, -4.50164, 1.53233], [-2.14281, -3.11334, 2.57173], [1.31999, 0.77186, 2.32593], [-0.06761, 1.47526, 3.13793], [-0.04841, 1.35806, 1.37223], [1.12179, -1.40734, 3.58193], [-0.42481, -2.26384, 3.67713], [-0.20701, -0.73134, 4.50803], [-2.30611, 0.25396, 1.61323], [-2.09511, 0.51426, 3.34943], [-2.53831, -1.08054, 2.77443]], "orbital_gap_ev": [6.7813, 6.6697], "e_homo_ev": [-9.0022, -8.7356], "total_charge": 0, "multiplicity": 2, "e_above_lowest_kcal_mol": 79.9, "mol_weight_da": 745.21}



(3)
{"formula": "C4H4N2O", "method": "the ωB97M-V functional and the def2-TZVPD basis", "symbols": ["N", "C", "C", "C", "C", "N", "O", "H", "H", "H", "H"], "xyz": [[-0.58511, -1.99368, 0.65676], [-0.55183, -0.99399, -0.10431], [-1.10547, 0.30136, 0.28535], [-0.16690, 1.25908, 0.26217], [1.10845, 0.93511, -0.35993], [1.31254, -0.06815, -1.13703], [0.23630, -0.94685, -1.24442], [0.14507, -2.64381, 0.36597], [-2.07758, 0.37172, 0.76619], [-0.30441, 2.23126, 0.71946], [1.98893, 1.54795, -0.21021]], "orbital_gap_ev": 9.7174, "e_homo_ev": -9.7564, "total_charge": 0, "e_above_lowest_kcal_mol": 66.4, "mol_weight_da": 96.09}



- Which formula does entry 2 have?
  C26H34ClIrN2O7P